[1]
An isolated molecule of FH3N2OS in a non-equilibrium geometry. Source: OMol25; level of theory: the ωB97M-V functional and the def2-TZVPD basis.

```
8
Properties=species:S:1:pos:R:3
N -0.1105 -0.3057 0.4300
H -1.8333 0.4789 -0.7883
F -0.3655 -1.5187 -0.5101
O 0.8224 0.4365 -0.1324
H 2.5952 -0.6335 -0.4918
H -2.1293 0.5143 0.9061
S 2.4619 0.3215 0.3606
N -1.4408 0.7066 0.2260
```

Computed properties:
- Gap between HOMO and LUMO: 0.36526 hartree
- 2S+1: 1
- SMILES string: NN(F)OS

***

[2]
A structure of composition C30H27BN11OV in a non-equilibrium geometry. Source: OMol25; level of theory: the ωB97M-V functional and the def2-TZVPD basis.

```
71
Properties=species:S:1:pos:R:3
C 2.5745 3.5370 0.3735
N -0.4426 0.9376 1.2049
H -2.8638 -3.7618 1.5008
C -1.0935 3.2529 -3.2215
C 0.8827 4.2146 -1.1776
C 2.1669 2.2206 0.2085
H -0.5399 -3.8007 2.3898
C -2.7412 -0.1704 -1.7219
H 1.2528 -4.8133 0.5791
H 2.2028 5.5775 -0.1692
H 0.2105 2.9675 1.2964
C -3.0884 -3.1600 2.3683
C 0.5610 2.8870 -1.3584
H 3.4196 3.7609 1.0081
H -1.4042 -1.2313 -4.7728
C -3.9499 -0.5381 -1.2038
N -2.5112 -1.9297 2.5731
H -4.5640 -4.2623 3.5579
C -3.9384 -3.4003 3.4049
H -1.7090 0.3806 4.1203
C -1.4550 1.4098 -4.7052
H -1.2192 4.2955 -2.9700
C -0.2199 2.1352 1.8199
N 0.3039 -1.7094 0.1066
C 1.9080 4.5439 -0.2976
N -1.7422 -0.3521 -0.7999
C 4.0487 -2.1533 -0.3494
N -1.0670 0.1569 2.1499
C 4.3290 0.2464 2.5306
H -4.3265 -1.3209 0.8707
C -0.3373 2.4154 -2.4326
C -0.7654 0.5776 -3.8277
N -2.3679 -0.8473 0.3171
C 3.7205 -1.0008 0.5573
H -2.5549 0.2107 -2.7008
H 3.7301 -3.1087 0.0676
N -0.2467 1.0874 -2.6946
H -0.6632 2.9169 3.8249
C 3.5335 1.2892 2.0645
C -3.8389 -2.2487 4.2176
C 4.4562 -0.8737 1.7399
C -0.6786 2.1159 3.1062
C -0.0898 -3.3263 1.5316
N 1.1713 1.9100 -0.6462
H -4.9099 -0.5124 -1.6898
H 0.3375 -1.0465 -4.6704
H -0.5933 -1.4956 -3.2293
C -1.2092 0.8369 3.2817
N -0.4034 -2.0737 1.2108
V 0.1972 0.1262 -0.5943
C 2.8482 1.1017 0.8840
C 0.8250 -3.8259 0.6064
O 2.2143 -0.5343 -2.8881
H -4.3548 -2.0377 5.1413
H -1.8419 0.9955 -5.6266
C 1.4671 -0.3195 -2.0837
N 2.8435 -0.0577 0.1884
H 3.6463 -2.0270 -1.3507
H 1.6306 -2.7699 -1.1626
H 5.1337 -2.2020 -0.4461
H -2.2489 3.3736 -5.0294
C -3.6684 -0.9566 0.0966
H 3.4565 2.2169 2.6139
H 0.3861 4.9852 -1.7473
C -0.5977 -0.8818 -4.1313
C 1.0300 -2.7910 -0.2713
H 5.1548 -1.6572 2.0037
H 4.8833 0.3420 3.4545
C -1.6659 2.7348 -4.3786
B -1.6123 -1.1958 1.6588
N -3.0021 -1.3660 3.7185
```

Computed properties:
- Gap between HOMO and LUMO (spin up / spin down): 0.17414 / 0.20248 hartree
- 2S+1: 2
- ⟨S²⟩: 0.78
- Net charge: +3

***

[3]
A structure of composition C31H37KN12OS3 in a non-equilibrium geometry. Source: OMol25; level of theory: the ωB97M-V functional and the def2-TZVPD basis.

```
85
Properties=species:S:1:pos:R:3
H 0.3851 2.1147 -5.3096
C 1.5554 -3.8259 -4.7513
H 4.5332 -3.6648 3.5216
C -1.4479 4.1195 -3.3881
C -0.0640 -1.4709 3.9856
H -1.1529 -2.6984 -3.0910
C -0.6760 0.8013 4.4408
S -4.4286 0.1330 0.3053
H -2.4620 -1.3514 6.3623
H 1.5167 -4.1340 5.4501
H 0.8016 0.2254 2.9848
C 2.0238 3.8152 1.3799
N -0.2240 3.4153 -3.7869
S 3.3681 3.1948 0.4710
H -1.3305 4.6415 3.0673
N -2.7574 -1.9300 -0.0409
C -1.2317 0.7876 -3.7407
H 2.7600 -1.5017 -2.6007
N 1.1924 1.7996 0.4735
C 2.5683 -3.4713 2.6869
K 0.2948 -0.2801 -0.4488
H -0.7836 3.3533 -5.8032
C 0.9483 2.9246 1.2477
C 0.6998 5.2637 2.7421
H 3.6547 -5.1905 3.3622
S 3.0792 0.5902 -1.0343
H -3.2384 -0.4484 2.7121
C 0.2259 -3.7067 -4.3966
N -1.6112 1.6968 -4.8239
H 4.3149 -4.3940 1.9297
C 0.0918 -0.1126 3.7337
N 5.0055 -3.2277 -4.6919
H -3.0877 3.1379 -5.1838
H -1.1142 2.5579 1.7296
C -1.7427 -1.0036 5.6311
C 2.0542 -2.1407 -3.1189
C -2.8008 2.4450 -4.3915
H -2.2899 -1.0229 -1.7222
H -0.3333 0.2398 -4.0301
N -2.8623 -1.8146 -1.4411
N -2.5704 3.2008 -3.1561
C -3.3261 -1.0253 0.7961
H -0.5358 -4.3089 -4.8739
C 3.8393 -4.2223 2.8922
H -3.6202 1.7426 -4.2287
H 1.8746 -4.5207 -5.5169
H -1.2527 4.6788 -2.4720
H 2.2447 -3.4224 0.5190
N -0.9653 1.4941 -2.4770
H -1.1116 -2.9873 5.0783
N 0.7029 -2.4129 3.2320
C -0.3840 4.3945 2.6004
N 0.7715 -2.0224 -2.7769
H -2.1872 1.0721 5.9407
H -1.9094 -2.3885 0.2651
C 2.4892 -3.0306 -4.0971
C -1.5894 0.3564 5.3901
N 1.8778 -2.9611 3.7265
H -1.7241 4.8227 -4.1754
H 0.3185 3.0105 -1.8020
H 1.6936 -2.3872 5.7177
H -3.8208 -1.5365 -1.6285
H 2.7503 5.6613 2.2184
H 0.5899 6.1705 3.3233
H -2.0467 0.0735 -3.5905
C 0.7303 -2.4775 1.8505
O -0.1497 -1.9463 1.1378
C 0.1227 2.4650 -2.7263
H 1.0290 1.9208 -2.9990
C -0.5123 2.6573 -5.0081
C -0.2698 3.2292 1.8579
N -2.9465 -1.1803 2.0874
C 2.4137 1.7833 -0.0215
C -0.9828 -1.9226 4.9215
C 2.0488 -3.2331 5.1364
H -2.9946 1.5585 -1.9177
C 1.9119 -3.1978 1.5190
C 3.8920 -3.1310 -4.4225
H -2.0353 -1.5850 2.2619
H 3.1100 -3.3583 5.3299
C 1.9115 4.9820 2.1270
C -0.1184 -2.8003 -3.4061
C -2.1758 2.2536 -2.1095
H -1.9714 2.8040 -1.1889
H -0.5564 1.8598 4.2433
```

Computed properties:
- Gap between HOMO and LUMO: 0.25911 hartree
- 2S+1: 1

***

[4]
A cluster of 2 separate species, C8H20BNO5P in total in a non-equilibrium geometry. Source: OMol25; level of theory: the ωB97M-V functional and the def2-TZVPD basis.

```
36
Properties=species:S:1:pos:R:3
O -2.1204 3.5976 1.2025
H -2.0127 2.8107 1.7431
H -2.8465 -1.7570 2.0087
H 1.7523 -2.7907 -1.9529
H -1.5636 -0.4106 -1.2422
C -0.1340 1.2229 0.4729
H -4.1266 -1.5354 0.9972
H 2.8425 1.7650 -0.0575
B -2.8263 3.3365 0.0077
H 1.2309 0.3252 -1.0681
C 3.5601 -2.3369 0.1278
P -1.7392 0.6304 -0.2920
H 1.0209 -0.6654 0.4032
O 2.3817 -3.0004 -0.0022
H 3.9223 -3.3899 -2.7950
C 2.3174 -3.4979 -1.3390
H -0.2639 1.1665 1.5835
N -3.1389 -1.3447 1.1265
O 3.8532 -1.6638 1.0637
C 1.1291 0.3875 0.0437
H -3.5395 1.8207 -1.4421
C 2.3860 1.0981 0.7025
H 1.8224 -4.4672 -1.3695
H -2.4237 0.4884 2.0618
H 3.1045 0.3493 1.1131
H 2.0262 1.7662 1.5250
H -3.9222 4.8382 0.4407
H -3.8609 0.6280 1.0036
C -2.5428 2.1544 -1.0499
O 4.3592 -2.5418 -0.9452
C 3.7662 -3.5733 -1.7333
C -2.8824 0.0992 1.1272
O -3.8585 4.2352 -0.3123
H 0.0553 2.3021 0.2548
H -1.9521 2.4816 -1.9408
H 4.2240 -4.5288 -1.4674
```

Computed properties:
- Gap between HOMO and LUMO: 0.39541 hartree
- 2S+1: 1
- Net charge: +1

***

[5]
A cluster of 2 separate species, C27H30N2O2 in total in a non-equilibrium geometry. Source: OMol25; level of theory: the ωB97M-V functional and the def2-TZVPD basis.

```
61
Properties=species:S:1:pos:R:3
O -0.0055 1.7920 7.0273
H 4.0382 0.5396 4.2859
H -4.4808 -0.8226 3.6113
N 2.5799 -0.0784 2.8694
C 1.6622 7.1569 0.8014
C -1.6682 -1.2344 3.1391
H -0.6649 -0.0903 6.3817
C 0.6120 3.6835 5.8912
H 6.3494 5.4471 5.6367
H -1.8987 0.8960 7.2296
C 5.5214 4.7393 5.5764
H -2.0305 -2.2558 3.2767
O -1.4697 2.5688 5.4514
C 3.2595 4.2159 4.8253
C -0.4112 0.0117 8.5302
H -4.1700 -1.4421 1.9860
H 0.6810 -0.0630 8.5890
H 4.2590 6.1037 4.4637
N 0.8270 4.1961 4.7277
H 2.3807 -2.1886 2.9755
H -0.8396 -0.9878 8.6677
C 2.9019 6.5837 1.1160
H 3.9834 5.2604 2.4432
C 2.4666 -1.3874 2.2303
H -2.8540 1.8514 2.3455
C 3.0261 5.7312 2.2122
H 4.6393 1.5728 6.5104
H -0.2096 5.7364 3.2936
H 4.6208 -0.4552 2.9168
H -0.4402 2.4027 2.6215
H -0.7616 0.6501 9.3498
H -0.4383 7.2757 1.3443
C 4.5668 2.5682 6.0667
C 4.3511 5.1100 4.9100
H 1.1743 3.9455 6.7939
C -0.7925 1.3773 2.7418
C 0.1621 0.3709 3.0408
C 5.6350 3.4691 6.1547
H 6.5527 3.1751 6.6685
C 3.9394 0.3501 3.2085
C 0.5357 6.8533 1.5837
H 1.8029 1.7883 3.2208
C -2.5863 -0.2376 2.7835
H 3.7798 6.8028 0.5079
C 1.9096 5.4764 3.0428
C -0.3268 -0.9368 3.3160
C 3.3861 2.9432 5.4225
C -0.8409 0.6068 7.2136
C -4.0348 -0.5735 2.6402
C 0.6549 6.0035 2.6834
H -4.5818 0.2753 2.2217
C 1.5531 0.7290 3.0813
C -2.1295 1.0730 2.5984
H 4.2054 1.2764 2.6791
H 1.6076 -1.4354 1.5552
C -0.4224 2.6540 6.0694
H 2.5461 2.2440 5.3854
C 1.9807 4.6270 4.2219
H 1.5703 7.8219 -0.0597
H 0.3547 -1.7094 3.6729
H 3.3879 -1.5562 1.6649
```

Computed properties:
- Gap between HOMO and LUMO: 0.11926 hartree
- 2S+1: 1

***

[6]
A structure of composition C3H4CeLiO3 in a non-equilibrium geometry. Source: OMol25; level of theory: the ωB97M-V functional and the def2-TZVPD basis.

```
12
Properties=species:S:1:pos:R:3
Ce -2.6243 -2.6062 1.3447
O 1.3921 1.1613 -1.3237
H 0.5168 -0.5652 0.9249
O -1.6237 -0.5181 1.5037
C 1.3871 1.5194 -0.1270
Li 0.4045 -0.0070 -2.3743
H 0.5513 2.1626 0.2225
C -0.6712 -1.7463 -0.4414
H 2.3347 1.5949 0.4435
O -0.5217 -1.5338 -1.6189
C -0.5259 -0.2830 0.6685
H -0.6197 0.8215 0.7775
```

Computed properties:
- Gap between HOMO and LUMO (spin up / spin down): 0.21013 / 0.23109 hartree
- 2S+1: 2
- ⟨S²⟩: 0.92
- Net charge: +2